# C2H2ClN3O2S

An isolated molecule of C2H2ClN3O2S (ωB97M-V/def2-TZVPD, OMol25).

Computed properties:
Max |F| (eV/Å): 4.040
Molecular weight (g mol⁻¹): 167.58
Frontier orbital gap (spin up / spin down) (eV): 8.660 / 8.655
E_LUMO (spin up / spin down) (hartree): -0.0817 / -0.0818
Highest occupied orbital energy (spin up / spin down) (eV): -10.88 / -10.88

XYZ file:
```
11
Properties=species:S:1:pos:R:3:nbo_charge:R:1
C 1.890 0.621 0.705 0.1116
C 0.696 -0.391 -0.868 0.2812
N 1.911 -0.210 -0.439 -0.4773
N 0.915 1.265 1.049 -0.0504
N -0.332 0.310 -0.357 -0.6815
O -1.727 -1.738 -0.140 -0.8779
O -2.094 0.161 1.503 -0.8450
S -1.763 -0.375 0.178 2.2195
Cl -3.009 0.556 -1.148 -0.1970
H 2.786 0.625 1.396 0.2728
H 0.727 -0.823 -1.880 0.2439
```

# C2H2ClN3S

An isolated molecule of C2H2ClN3S (ωB97M-V/def2-TZVPD, OMol25).

Computed properties:
Max |F| (eV/Å): 2.892
Molecular weight (g mol⁻¹): 135.58
Frontier orbital gap (spin up / spin down) (eV): 7.247 / 7.247
E_LUMO (spin up / spin down) (hartree): -0.0455 / -0.0455
Highest occupied orbital energy (spin up / spin down) (eV): -8.48 / -8.48

XYZ file:
```
9
Properties=species:S:1:pos:R:3:nbo_charge:R:1
C 0.389 0.641 -0.372 -0.0936
C 0.580 -0.677 -0.077 -0.3934
N 1.360 1.561 -0.612 -0.1987
N 2.557 1.299 -0.438 0.0428
N 3.207 0.238 -0.517 -0.2080
S 1.982 -1.563 -0.488 0.2435
Cl 4.579 0.089 0.516 0.1598
H -0.587 1.086 -0.245 0.2153
H -0.200 -1.259 0.396 0.2324
```

# C2H2ClN3S

An isolated molecule of C2H2ClN3S (ωB97M-V/def2-TZVPD, OMol25).

Computed properties:
Max |F| (eV/Å): 6.926
Molecular weight (g mol⁻¹): 135.58
Frontier orbital gap (spin up / spin down) (eV): 7.132 / 7.144
E_LUMO (spin up / spin down) (hartree): -0.0226 / -0.0224
Highest occupied orbital energy (spin up / spin down) (eV): -7.75 / -7.75

XYZ file:
```
9
Properties=species:S:1:pos:R:3:nbo_charge:R:1
C -0.287 -0.679 0.906 -0.2530
C -1.222 0.061 0.229 -0.4781
N 0.940 -0.659 0.719 0.0591
N 2.041 -0.901 0.506 0.0547
N 0.437 1.516 -1.561 -0.9042
S -0.943 1.172 -1.032 0.9150
Cl 1.849 0.618 -1.884 0.1382
H -0.597 -1.133 1.752 0.2356
H -2.217 0.005 0.365 0.2327
```

no.,calculated total energy (hartree)
1,-1250.39255
2,-1099.87810
3,-1099.86364